(1)
Here is an isolated ion of composition C4H10NS and charge -1 from the OMol25 dataset. Energies are from the ωB97M-V functional and the def2-TZVPD basis.

Bonds (Å) are listed after each position.
Positions of all 16 atoms, in Å:
1 C -0.608 -2.785 0.117  N2 1.445, H7 1.101, H8 1.092, H9 1.093
2 N 0.384 -1.745 -0.019  C1 1.445, C3 1.468, H10 1.014
3 C -0.166 -0.390 0.103  N2 1.468, C4 1.534, C5 1.524, H11 1.099
4 C -1.081 0.005 -1.064  C3 1.534, H12 1.092, H13 1.084, H14 1.100
5 C 0.965 0.619 0.266  C3 1.524, S6 1.818, H15 1.101, H16 1.096
6 S 0.479 2.352 0.525  C5 1.818
7 H -1.374 -2.779 -0.675  C1 1.101
8 H -1.091 -2.668 1.089  C1 1.092
9 H -0.122 -3.763 0.081  C1 1.093
10 H 0.827 -1.802 -0.929  N2 1.014
11 H -0.785 -0.336 1.009  C3 1.099
12 H -1.982 -0.608 -1.132  C4 1.092
13 H -1.344 1.047 -0.922  C4 1.084
14 H -0.519 -0.105 -2.003  C4 1.100
15 H 1.630 0.524 -0.606  C5 1.101
16 H 1.579 0.277 1.106  C5 1.096

Results
relative energy (zero: lowest compared OMol25 entry of this formula, charge and spin)	0.0	kJ/mol
HOMO	-2.22	eV
gap between HOMO and LUMO	5.965	eV
total charge	-1
E_LUMO	0.138	Eh
DFT total energy	-16636.1113	eV
SMILES	CN[C@H](C)C[S-]
multiplicity	1

---

(2)
Here is an isolated ion of composition C4H10NS and charge -1 at a distorted geometry from the OMol25 dataset. Energies are from the ωB97M-V functional and the def2-TZVPD basis.

Bonds (Å) are listed after each position.
Positions of all 16 atoms, in Å:
1 C -1.114 1.567 0.261  N2 1.432, H7 1.100, H8 1.087, H9 1.088
2 N -0.646 0.949 -0.942  C1 1.432, C3 1.490, H10 1.005
3 C -0.222 -0.473 -1.090  N2 1.490, C4 1.527, H11 1.094, H12 1.093
4 C 0.017 -1.181 0.242  C3 1.527, C5 1.519, H13 1.099, H14 1.091
5 C 1.362 -0.769 0.817  C4 1.519, S6 1.828, H15 1.096, H16 1.083
6 S 2.741 -1.726 0.092  C5 1.828
7 H -1.928 2.273 0.040  C1 1.100
8 H -1.526 0.837 0.952  C1 1.087
9 H -0.384 2.154 0.816  C1 1.088
10 H -0.123 1.594 -1.509  N2 1.005
11 H -0.944 -0.991 -1.728  C3 1.094
12 H 0.783 -0.396 -1.512  C3 1.093
13 H -0.802 -0.961 0.941  C4 1.099
14 H -0.023 -2.246 0.008  C4 1.091
15 H 1.461 0.319 0.730  C5 1.096
16 H 1.348 -0.951 1.884  C5 1.083

Results
relative energy (zero: lowest compared OMol25 entry of this formula, charge and spin)	55.2	kJ/mol
HOMO	-2.25	eV
gap between HOMO and LUMO	6.001	eV
total charge	-1
E_LUMO	0.138	Eh
DFT total energy	-16635.5390	eV
SMILES	CNCCC[S-]
multiplicity	1

---

(3)
Here is one molecule with the formula C4H10NS from the OMol25 dataset. Energies are from the ωB97M-V functional and the def2-TZVPD basis.

Bonds (Å) are listed after each position.
Positions of all 16 atoms, in Å:
1 C 0.722 -0.145 0.851  N2 1.481, C6 1.521, H7 1.092, H8 1.103
2 N -0.206 0.689 0.053  C1 1.481, C3 1.480, H9 1.016
3 C -1.357 -0.106 -0.428  N2 1.480, C4 1.506, H10 1.083, H11 1.089
4 C -1.059 -0.618 -1.813  C3 1.506, S5 1.789, H12 1.089, H13 1.090
5 S -2.283 -1.738 -2.484  C4 1.789
6 C 1.902 0.682 1.338  C1 1.521, H14 1.088, H15 1.095, H16 1.088
7 H 1.046 -1.024 0.289  C1 1.092
8 H 0.174 -0.542 1.722  C1 1.103
9 H -0.593 1.326 0.743  N2 1.016
10 H -1.563 -0.918 0.257  C3 1.083
11 H -2.244 0.526 -0.416  C3 1.089
12 H -1.079 0.230 -2.496  C4 1.089
13 H -0.059 -1.046 -1.873  C4 1.090
14 H 1.527 1.630 1.719  C6 1.088
15 H 2.558 0.932 0.498  C6 1.095
16 H 2.516 0.121 2.039  C6 1.088

Results
relative energy (zero: lowest compared OMol25 entry of this formula, charge and spin)	0.0	kJ/mol
HOMO (alpha / beta)	-9.23 / -8.86	eV
gap between HOMO and LUMO (alpha / beta)	10.343 / 7.054	eV
total charge	0
E_LUMO (alpha / beta)	0.041 / -0.066	Eh
DFT total energy	-16633.9760	eV
multiplicity	2